C35H49F3O34P | the ωB97M-V functional and the def2-TZVPD basis

Structure (XYZ):
```
122
Properties=species:S:1:pos:R:3:forces:R:3
H -2.467 -10.582 -10.349 0.00 0.17 -0.09
H -1.139 1.789 1.276 0.16 0.10 -0.01
C 2.901 -5.373 -5.645 -0.03 -0.14 -0.02
C -2.921 -10.063 -8.276 -0.08 -0.17 0.01
O -3.214 3.333 -0.462 -0.01 -0.16 0.19
H -0.008 2.319 -0.678 0.00 0.11 0.16
C -0.026 6.418 3.332 -0.04 0.04 -0.13
H -0.104 7.284 2.681 0.12 0.10 0.12
H -2.437 8.583 11.536 0.09 0.09 0.24
H 1.984 1.180 -3.741 -0.01 0.07 -0.01
O 0.279 -9.492 -4.516 -0.14 -0.02 0.01
C 3.026 0.909 -3.587 0.05 -0.08 0.00
O 0.125 3.042 10.947 0.10 0.01 0.04
C 2.535 -3.170 -5.961 0.04 -0.20 -0.14
O 0.868 -11.654 -4.732 0.20 -0.20 -0.02
O -2.077 12.244 13.630 0.07 0.20 0.20
H -2.276 -9.869 -3.396 0.05 -0.02 0.01
H -0.899 0.281 -0.391 0.10 0.03 0.02
H -1.141 5.319 10.172 -0.06 -0.01 0.00
C -1.943 -8.047 -8.583 -0.05 -0.19 -0.08
H -2.886 -9.723 -5.055 0.05 -0.13 -0.10
C -1.992 -9.836 -4.449 -0.14 0.04 0.04
H -1.813 6.277 7.349 -0.03 0.07 0.01
H -1.023 -7.923 -4.083 0.16 -0.02 0.10
H 0.906 -3.777 -1.071 0.01 0.06 0.01
H 2.853 1.539 11.757 -0.07 -0.15 -0.09
H -0.332 6.584 9.227 -0.07 0.17 0.03
O 1.479 -2.179 -2.248 0.04 0.01 0.10
H 8.580 3.208 -5.537 0.15 -0.08 0.07
H 1.518 -5.390 -7.331 0.01 0.03 -0.01
C 1.533 -5.174 -6.263 -0.02 -0.20 -0.06
O 9.510 -0.874 -6.154 0.14 -0.25 -0.02
C 4.317 2.677 -4.142 -0.07 -0.13 -0.09
O 3.737 2.052 -3.086 -0.05 -0.07 -0.09
C -2.027 5.660 8.218 0.08 -0.09 -0.01
H -3.979 9.322 11.991 -0.01 0.04 0.00
C -2.346 11.458 12.786 -0.04 -0.16 -0.13
H -1.061 -10.613 -9.269 0.00 0.03 0.04
O 0.895 5.934 6.563 0.10 -0.01 0.29
H -1.963 6.929 4.190 0.04 0.02 0.02
C 8.893 0.132 -6.075 -0.08 0.17 0.03
H -3.534 10.617 10.005 -0.06 0.15 0.07
O 0.521 -0.173 -2.384 -0.64 0.38 0.47
O -4.440 7.298 9.965 -0.23 0.20 0.10
H 3.486 -6.148 -6.131 0.12 0.12 -0.05
H 6.268 1.838 -6.227 -0.10 -0.11 -0.14
H -3.975 -9.982 -8.549 0.02 0.05 -0.03
C 2.252 2.204 11.144 0.14 0.03 0.06
C -3.497 3.447 0.869 -0.90 0.81 0.04
C 0.301 2.072 10.017 0.11 0.04 0.10
O -4.586 -5.413 -4.265 0.06 0.08 0.03
H -6.121 -4.029 -4.509 0.03 -0.17 -0.09
C -3.448 6.791 9.560 0.14 -0.12 -0.07
F -4.577 4.209 1.017 0.76 -0.48 -0.09
H -2.432 2.243 -1.939 0.05 0.10 -0.39
H 2.853 -5.584 -4.574 0.00 0.02 0.00
H 1.684 -4.221 -2.601 0.12 0.14 -0.06
O -0.707 -2.056 -2.613 0.17 0.05 0.12
O -2.327 10.114 12.945 -0.03 0.06 -0.15
O -2.513 -8.841 -7.642 -0.05 -0.13 -0.08
H -1.833 4.620 7.973 -0.17 -0.05 0.04
F -3.709 2.258 1.445 0.10 0.06 -0.02
O 3.510 -4.088 -5.833 -0.07 -0.04 0.05
C -2.926 9.515 11.785 -0.11 -0.11 0.09
H -2.790 -10.907 -7.603 0.09 0.12 0.13
C -2.683 2.107 -0.897 0.46 0.33 -0.15
O -0.891 5.528 5.261 0.03 0.01 -0.25
H 7.003 1.618 -4.630 0.05 0.01 0.00
O 7.538 0.205 -6.035 -0.02 0.10 0.03
O 1.323 -3.764 -6.075 -0.01 -0.04 0.13
H 8.327 2.638 -7.197 -0.01 -0.05 -0.01
H 2.911 2.892 10.611 -0.04 0.02 -0.02
C 1.170 2.922 11.923 0.05 0.04 0.15
C -3.252 -5.242 -4.217 -0.10 0.15 -0.10
C -1.290 6.123 9.451 0.27 -0.11 0.11
O -1.650 -6.911 -8.406 0.13 0.30 0.12
C 0.338 6.044 5.526 -0.03 0.03 -0.13
O -1.753 -8.726 -9.732 -0.05 -0.06 0.07
O 9.438 1.371 -6.008 -0.12 0.06 -0.01
O 0.824 6.698 4.445 -0.09 -0.08 -0.05
H 3.080 0.085 -2.885 0.08 0.10 0.14
H -0.979 -8.444 -5.773 -0.03 -0.01 -0.02
H 0.400 5.585 2.767 0.00 -0.02 0.04
H 1.477 3.901 12.279 -0.12 0.08 -0.11
H -1.908 5.314 3.465 -0.01 -0.13 0.13
H 0.798 2.336 12.764 -0.01 -0.04 -0.03
O -2.201 7.085 10.011 0.05 -0.29 -0.33
C 0.036 -10.815 -4.679 -0.13 0.11 -0.03
H -1.085 -4.110 -2.418 -0.15 0.17 0.08
H -0.258 -3.618 -3.902 -0.03 0.12 -0.02
C 8.386 2.334 -6.151 0.02 0.11 0.01
C -5.209 -4.164 -3.935 -0.14 0.13 0.03
C -2.008 -10.116 -9.483 0.02 -0.16 -0.04
O 4.214 1.928 -5.262 -0.31 -0.06 0.28
C -2.731 10.586 10.737 0.00 -0.04 -0.13
H 4.589 -0.045 -4.765 0.01 0.03 -0.01
P -1.082 1.634 -0.108 -0.24 -0.47 -0.31
C 7.169 1.551 -5.708 0.16 0.06 0.00
H -3.382 1.285 -0.851 -0.19 -0.29 0.36
O -2.714 11.784 11.520 0.01 -0.09 -0.04
C 0.430 -1.369 -2.408 0.20 -0.40 -0.35
H -5.454 -4.165 -2.872 0.04 -0.02 0.00
O -1.299 -11.045 -4.783 -0.02 0.11 -0.01
O -2.932 -3.932 -4.092 -0.27 0.19 0.01
C -1.334 6.057 4.007 -0.09 0.09 -0.07
H 0.750 -5.747 -5.775 -0.11 0.15 0.04
H -1.775 10.492 10.216 0.02 0.00 0.05
O -3.400 5.851 8.592 0.10 0.03 0.04
C 3.734 0.622 -4.886 0.12 -0.07 -0.15
O -2.441 -6.106 -4.273 0.20 -0.29 0.08
O 2.710 -1.994 -5.975 -0.09 0.14 0.14
C -4.126 -3.162 -4.285 -0.12 0.09 -0.09
C -0.341 -3.441 -2.831 0.10 -0.33 -0.07
H 3.075 0.216 -5.640 0.05 0.13 -0.21
O -0.485 1.807 9.170 -0.19 -0.02 -0.23
H -4.125 -2.286 -3.642 0.16 -0.07 0.08
F -2.465 4.037 1.503 -0.09 -0.28 -0.05
C -0.950 -8.782 -4.738 0.06 0.19 -0.01
O 1.493 1.458 10.184 0.01 0.06 0.08
C 0.995 -3.527 -2.129 -0.05 -0.21 0.01
H -4.172 -2.842 -5.326 0.01 -0.04 -0.01
O 4.844 3.738 -4.087 0.14 0.23 0.03
```
Forces are in eV/Å.

frontier orbital gap = 7.639 eV
charge = +1
LUMO level = -3.85 eV
2S+1 = 1
total energy = -124138.989 eV

Atomic partial charges in e from the Löwdin method, atoms 1 to 6: atom 1 (H): 0.136, atom 2 (H): 0.021, atom 3 (C): -0.101, atom 4 (C): -0.104, atom 5 (O): 0.024, atom 6 (H): 0.036